(1)
14
Properties=species:S:1:pos:R:3:forces:R:3 method="wB97M-V/def2-TZVPD" fmax_ev_per_a=4.135 relative_energy_kj_mol=64.12 smiles="N#CC(=C(F)F)C(F)(F)F.NI" charge=0 e_homo_ev=-9.42
N 0.9668 0.9824 -2.3196 -0.2617 -1.9554 2.8413
C 0.9023 0.3531 -1.3238 0.6974 2.4605 -3.2492
C 0.8846 -0.2733 -0.0610 -0.9773 -1.0151 0.4160
C 0.3502 -1.5170 -0.0048 1.0771 1.1342 -0.1246
F 0.0814 -2.1967 -1.0751 -0.2568 -0.0046 -0.0240
F 0.1311 -2.1952 1.0624 -0.1810 -0.3295 0.2969
C 1.2436 0.5214 1.1546 0.1310 0.6718 1.5612
F 1.2246 -0.2357 2.2622 -0.3063 -0.2636 -0.1101
F 2.4807 0.9944 1.0696 0.6112 0.2104 -0.5639
F 0.4772 1.6207 1.4568 -0.0070 -1.0026 -0.9529
N -1.8295 0.3487 -0.7387 0.0733 0.9111 -1.3396
I -2.9029 0.1290 0.9475 -0.4475 -0.0596 0.4332
H -2.3902 0.1129 -1.5657 -0.0074 -0.0235 0.5453
H -1.6200 1.3552 -0.8643 -0.1449 -0.7340 0.2704



(2)
54
Properties=species:S:1:pos:R:3:forces:R:3 method="wB97M-V/def2-TZVPD" fmax_ev_per_a=3.909 relative_energy_kj_mol=42.60 charge=+1 e_homo_ev="-11.13 / -11.13"
Re -1.3557 -0.7471 -0.4306 -0.1549 0.1018 -0.5676
Br 5.0644 5.4721 -0.6124 -0.1994 0.9993 -0.3808
C 5.2042 3.9093 0.3397 -1.5166 -0.0236 1.2474
C 6.1193 2.9980 -0.0004 1.6047 -1.3967 -1.0237
C 6.1896 1.7622 0.6054 0.5684 -0.4513 -1.4714
C 5.2811 1.4278 1.5465 0.4228 -0.2093 1.7166
C 4.4237 2.3894 2.0678 0.0308 -1.2943 -0.5190
C 4.3466 3.5820 1.3830 -1.6765 0.9726 1.5720
N 5.5174 0.1508 2.1404 -1.8592 -1.5778 0.4671
N 4.5532 -0.5816 2.5033 1.7083 1.5239 0.1542
C 3.1980 -0.2243 2.2652 0.0867 -1.5510 -1.2785
C 2.2521 -0.2759 3.2863 0.9653 0.2270 -0.3683
C 0.8883 -0.2370 3.0330 -1.5078 -0.2292 1.0662
C 0.4341 -0.2299 1.7266 2.2660 0.5657 1.9784
O -0.8096 -0.3173 1.3560 -1.4870 -0.6726 -1.1923
C 1.4172 -0.1924 0.7463 -1.4093 -0.8466 -3.5461
N 0.8081 -0.2816 -0.5318 1.5302 0.0588 0.4625
C 1.5837 -0.2240 -1.6007 -0.9235 0.2981 -1.1402
C 3.0032 -0.1269 -1.5509 -2.1037 -1.0652 0.5381
C 3.5397 -0.3679 -0.3406 1.5193 0.7097 1.0578
C 2.7898 -0.3131 0.8696 -0.6342 1.0127 1.4799
H 6.7745 3.1823 -0.8107 0.6556 0.3038 -0.6404
H 6.8480 0.9776 0.2277 0.1598 0.4380 0.2308
H 3.8424 2.0173 2.9155 -0.1996 1.0874 -0.2457
H 3.5529 4.2474 1.7513 0.6097 0.1524 -0.4575
H 2.5960 -0.3755 4.3101 0.0596 0.0928 -0.1234
H 0.1779 -0.3095 3.9002 0.7041 0.1411 -1.0866
H 1.0500 -0.2871 -2.5949 0.7489 0.0978 1.2818
H 3.5688 -0.1352 -2.4465 0.4264 0.1209 -0.6073
H 4.6117 -0.4814 -0.3185 0.1860 -0.1068 0.3905
Se -0.3853 2.5425 -2.3096 -0.9071 -0.2233 -0.7994
Sb -2.2333 1.2358 -3.6441 1.0224 0.8107 1.0749
Se -1.7324 -1.0885 -2.8499 0.3557 -0.1674 0.0019
Se -2.0208 1.9470 -0.6957 0.5609 -1.5044 -0.7370
Se -3.6264 1.8473 -5.3993 0.1849 -0.0539 0.4476
Se -0.8715 -3.3331 -0.4166 0.2350 1.5542 -0.4784
C -2.4723 -4.1715 -0.0675 0.0117 0.5333 0.0059
N -3.5173 -4.6044 0.1402 -0.1408 -0.2515 0.0260
C -6.0472 -2.0965 0.4554 -0.2872 1.3558 1.1478
Si -4.8010 -1.3287 -0.6561 -0.6065 0.3401 -0.9906
C -4.9595 -2.3637 -2.2192 -0.0381 0.7413 -0.0994
C -5.1449 0.5083 -1.0908 -0.7266 -0.6008 -0.1694
C -3.1349 -1.2080 0.2575 -0.4758 -0.3117 2.5568
H -7.0107 -1.6019 0.2790 0.1498 0.2752 0.2829
H -5.8098 -2.0990 1.5339 -0.2230 0.0401 -0.4877
H -6.2416 -3.0721 0.1298 0.0834 -1.7509 -0.2871
H -6.0354 -2.3874 -2.4337 -0.0260 0.3771 -0.0025
H -4.7619 -3.4141 -2.0086 0.6727 0.0299 -0.3521
H -4.4651 -1.8883 -3.0962 -0.2245 -0.9086 0.4641
H -6.0055 0.9600 -0.5635 0.1326 -0.4942 -0.2863
H -5.3384 0.5786 -2.1907 0.2878 0.2708 0.7968
H -4.3078 1.1103 -0.7651 0.0644 0.1351 -0.3897
H -2.9908 -2.0559 0.9624 -0.6865 0.0574 -0.6212
H -3.5566 -0.4249 0.9126 0.0000 0.2665 -0.0985



(3)
51
Properties=species:S:1:pos:R:3:forces:R:3 method="wB97M-V/def2-TZVPD" fmax_ev_per_a=0.598 relative_energy_kj_mol=203.84 smiles=CCN1CCC(N2CCN(c3ccccc3OC)CC2)CC1 charge=0 e_homo_ev=-7.35
C -5.9655 -1.9041 0.2954 0.1970 0.1031 -0.2075
C -4.9406 -1.0177 -0.4084 -0.2053 -0.1232 0.1684
N -4.5692 0.1087 0.4312 -0.1471 0.0571 -0.0131
C -4.1934 1.3092 -0.2861 0.1185 0.0302 -0.2480
C -2.7952 1.2365 -0.9150 -0.1025 0.1180 0.3897
C -1.7657 0.9731 0.1874 -0.1756 -0.1943 -0.2221
N -0.4078 1.0346 -0.3332 0.0323 0.1046 0.0501
C 0.0076 -0.0688 -1.1776 0.1307 0.0571 -0.1967
C 1.3233 0.3185 -1.8669 -0.2107 -0.2405 -0.0804
N 2.3682 0.6400 -0.9225 0.0780 0.1978 -0.2670
C 3.2217 -0.3513 -0.4515 0.2356 -0.0928 0.0561
C 2.9884 -1.7094 -0.6636 -0.0627 0.1431 0.0005
C 3.8847 -2.6823 -0.2544 0.1483 -0.1192 0.0583
C 5.0442 -2.3207 0.3960 -0.0471 -0.0986 -0.0405
C 5.3138 -0.9764 0.6107 0.0779 0.1517 0.0765
C 4.4371 0.0053 0.1850 0.0135 0.1555 0.0773
O 4.6903 1.3497 0.3274 -0.3189 -0.4184 -0.2539
C 5.9336 1.7514 0.8414 0.2124 0.0725 0.1025
C 1.9127 1.6888 -0.0349 -0.1840 0.0797 0.5636
C 0.6116 1.2824 0.6676 0.2140 0.1749 -0.1183
C -2.1514 -0.3217 0.9184 -0.0852 0.3083 0.0532
C -3.5869 -0.2007 1.4514 0.1223 -0.1485 0.0717
H -5.5337 -2.3929 1.1645 0.0099 -0.0879 0.1094
H -6.3230 -2.6716 -0.3865 -0.0519 -0.1587 -0.0215
H -6.8075 -1.3013 0.6236 -0.0942 0.0486 0.0303
H -5.3952 -0.6194 -1.3188 0.0906 -0.0102 -0.0119
H -4.0772 -1.6314 -0.7096 -0.0273 0.0584 -0.0942
H -4.9449 1.5069 -1.0542 -0.0031 0.0533 0.0668
H -4.2194 2.1369 0.4312 -0.0083 0.0710 -0.0668
H -2.7787 0.4342 -1.6541 0.0273 -0.0453 -0.0902
H -2.5586 2.1724 -1.4214 0.0480 0.0279 -0.0588
H -1.8424 1.8004 0.9062 -0.0205 -0.0339 -0.0243
H 0.1583 -0.9942 -0.5947 -0.0564 0.0190 -0.0645
H -0.7537 -0.2521 -1.9370 0.0034 -0.0719 -0.0058
H 1.1395 1.2233 -2.4569 -0.0413 -0.0921 -0.0257
H 1.6582 -0.4695 -2.5418 0.0015 0.0383 -0.0049
H 2.0836 -2.0266 -1.1569 -0.1021 0.0420 -0.0261
H 3.6620 -3.7227 -0.4392 -0.0210 -0.0768 -0.0151
H 5.7476 -3.0672 0.7315 0.0579 -0.0615 0.0269
H 6.2347 -0.7058 1.1026 0.0640 0.0837 0.0304
H 6.0654 1.4372 1.8828 0.0040 -0.0041 -0.0649
H 5.9294 2.8399 0.7952 0.0564 -0.0740 0.0289
H 6.7636 1.3682 0.2389 -0.0339 -0.0004 0.0330
H 1.7217 2.5816 -0.6388 -0.0030 0.0225 0.0840
H 2.6787 1.9158 0.7011 -0.0789 0.0340 -0.0753
H 0.8078 0.3923 1.2940 -0.0010 0.0651 0.0198
H 0.2816 2.0967 1.3164 -0.0019 -0.0144 0.0319
H -2.0864 -1.1676 0.2311 0.0655 -0.0576 -0.0145
H -1.4706 -0.5072 1.7514 0.0472 -0.0838 0.0168
H -3.8789 -1.1266 1.9496 -0.0025 0.0604 0.0891
H -3.6236 0.6053 2.1925 0.0299 -0.0696 0.0769



Listing total energy for the structures above in their given order: -28847.0001; -442382.4876; -25653.6892 eV.